Record 1
{"formula": "C6H9I2N2", "method": "ωB97M-V/def2-TZVPD", "fmax_ev_per_a": 4.36, "total_charge": 1, "orbital_gap_ev": 8.19, "relative_energy_ev": 0.5871, "e_homo_ev": -12.72, "symbols": ["I", "I", "N", "N", "C", "C", "C", "C", "C", "C", "H", "H", "H", "H", "H", "H", "H", "H", "H"], "coordinates": [[1.46, -1.44, -2.44], [-1.99, -0.46, -2.11], [0.04, -0.70, 0.08], [-0.45, -2.19, 1.61], [-0.37, -1.96, 0.30], [-0.33, 2.22, -0.53], [0.61, 1.30, -1.30], [0.19, -1.14, 2.23], [0.18, -0.11, -1.21], [0.36, -0.14, 1.33], [0.25, 3.15, -0.23], [0.81, 0.84, 1.46], [-0.55, -3.08, 1.92], [0.27, -1.21, 3.34], [1.64, 1.35, -1.07], [-0.72, 1.95, 0.47], [0.63, 1.61, -2.35], [-1.21, 2.58, -1.06], [-0.82, -2.57, -0.44]]}

=====

Record 2
{"formula": "C6H12O", "method": "ωB97M-V/def2-TZVPD", "fmax_ev_per_a": 1.36, "orbital_gap_ev": 10.50, "smiles": "CCC/C=C/CO", "relative_energy_ev": 1.2813, "e_homo_ev": -9.50, "symbols": ["O", "C", "C", "C", "C", "C", "C", "H", "H", "H", "H", "H", "H", "H", "H", "H", "H", "H", "H"], "coordinates": [[0.69, -2.65, -1.67], [-1.42, 0.87, 0.76], [0.62, 2.42, 0.97], [-0.65, -0.42, 0.64], [1.04, -1.91, -0.48], [-0.72, 2.12, 0.24], [0.19, -0.70, -0.34], [-0.87, -1.16, 1.39], [-2.34, 0.73, 0.18], [0.34, 2.78, 1.95], [1.15, 3.20, 0.42], [0.57, -2.00, -2.37], [-1.37, 3.00, 0.28], [0.24, -0.01, -1.19], [2.10, -1.67, -0.54], [-1.74, 1.05, 1.78], [-0.52, 2.10, -0.83], [1.20, 1.51, 1.06], [0.85, -2.60, 0.34]]}

=====

Record 3
{"formula": "C6H13NO4", "method": "ωB97M-V/def2-TZVPD", "fmax_ev_per_a": 4.27, "orbital_gap_ev": 10.07, "smiles": "CC(C)C(=O)[C@@H](C)O.O=NO", "relative_energy_ev": 4.2258, "e_homo_ev": -9.93, "symbols": ["O", "O", "O", "O", "N", "C", "C", "C", "C", "C", "C", "H", "H", "H", "H", "H", "H", "H", "H", "H", "H", "H", "H", "H"], "coordinates": [[-0.75, 1.42, -0.51], [-1.96, 2.00, 1.80], [1.64, -0.16, 1.36], [-1.27, 0.75, 3.36], [-1.20, 0.93, 2.20], [1.34, 0.73, 0.34], [-2.04, -1.14, -0.20], [-0.48, -0.97, -0.25], [1.53, 2.26, 0.65], [-0.06, 0.48, -0.16], [0.36, -1.72, -1.31], [2.55, 2.24, 0.77], [1.01, 2.36, 1.56], [0.19, -1.04, -2.20], [-2.45, -0.65, -1.08], [-0.18, -2.58, -1.49], [1.46, -1.77, -1.07], [0.05, -1.54, 0.61], [2.19, 0.39, -0.40], [-1.74, 1.91, 0.84], [-2.48, -0.57, 0.54], [1.00, -0.33, 2.02], [1.18, 3.00, -0.12], [-2.31, -2.28, 0.01]]}

=====

Record 4
{"formula": "C37H46F5N2O7P2", "method": "ωB97M-V/def2-TZVPD", "fmax_ev_per_a": 1.67, "total_charge": -1, "orbital_gap_ev": 6.85, "relative_energy_ev": 0.4259, "e_homo_ev": -4.40, "symbols": ["P", "P", "F", "F", "F", "F", "F", "O", "O", "O", "O", "O", "O", "O", "N", "N", "C", "C", "C", "C", "C", "C", "C", "C", "C", "C", "C", "C", "C", "C", "C", "C", "C", "C", "C", "C", "C", "C", "C", "C", "C", "C", "C", "C", "C", "C", "C", "C", "C", "C", "C", "C", "C", "H", "H", "H", "H", "H", "H", "H", "H", "H", "H", "H", "H", "H", "H", "H", "H", "H", "H", "H", "H", "H", "H", "H", "H", "H", "H", "H", "H", "H", "H", "H", "H", "H", "H", "H", "H", "H", "H", "H", "H", "H", "H", "H", "H", "H", "H"], "coordinates": [[-0.76, 2.14, -0.08], [1.55, 2.16, -0.33], [3.44, -5.45, 3.64], [-2.40, -1.12, 0.52], [-3.58, -3.47, -2.73], [7.45, -1.72, 8.54], [-1.18, 1.78, -6.52], [0.64, 1.14, 3.64], [-2.56, 3.31, 3.66], [2.30, 3.20, 0.70], [2.00, 2.79, -1.79], [2.19, 0.81, -0.29], [-3.11, 4.90, 2.17], [0.75, 1.38, 2.23], [-1.66, -0.40, -2.75], [-2.56, 1.89, 0.14], [-0.24, 2.52, -7.14], [0.95, 1.91, -7.51], [4.65, 0.52, 8.10], [5.80, -0.04, 8.63], [-1.69, -4.69, -2.05], [-0.56, 1.29, 1.65], [-2.15, -4.31, -4.39], [4.05, -0.04, 6.98], [-2.22, 4.04, 2.74], [-3.72, -2.66, 1.66], [2.25, -1.62, 2.77], [-4.95, -3.29, 1.83], [-3.58, -1.72, 0.67], [6.33, -1.16, 8.02], [-5.85, -2.01, 0.00], [2.93, -2.36, 1.82], [-0.55, -5.40, -2.39], [-6.02, -2.96, 0.99], [-0.85, 4.16, 2.14], [1.69, 4.02, -8.40], [-1.97, 0.97, -3.23], [-0.20, -5.56, -3.72], [-0.98, 2.91, -1.86], [4.60, -1.16, 6.39], [5.75, -1.73, 6.91], [-1.00, -5.02, -4.72], [1.92, 2.67, -8.15], [1.97, -2.16, 4.01], [-4.63, -1.38, -0.17], [-0.48, 3.85, -7.39], [-0.82, 3.91, 0.62], [0.49, 4.61, -8.02], [-2.47, -4.16, -3.06], [-0.76, 1.90, -3.00], [3.34, -3.66, 2.11], [2.37, -3.46, 4.31], [3.05, -4.18, 3.35], [-3.90, 4.87, 2.72], [-3.09, 2.74, 0.04], [3.11, 2.76, 0.97], [0.69, -6.12, -3.98], [0.07, -5.82, -1.61], [-6.67, -1.76, -0.65], [4.13, -1.60, 5.52], [-2.88, -2.90, 2.30], [3.13, -1.94, 0.84], [4.23, 1.40, 8.56], [-2.15, 0.88, -4.30], [0.12, 1.30, -2.81], [-1.42, 4.29, -7.08], [-2.15, -0.62, -1.90], [1.93, -0.61, 2.53], [2.45, 4.61, -8.90], [-0.68, 0.84, -0.69], [2.85, 2.21, -8.45], [-2.78, -3.88, -5.15], [1.31, 1.74, 4.00], [-0.61, 5.22, 2.28], [0.32, 5.66, -8.21], [-4.48, -0.63, -0.93], [-2.90, 1.17, -0.48], [-0.58, 2.47, -3.92], [-0.73, 0.23, 1.44], [-6.97, -3.46, 1.12], [-0.72, -5.14, -5.76], [-2.88, 1.35, -2.77], [0.02, 4.46, 0.20], [-1.85, -1.09, -3.46], [-5.08, -4.03, 2.60], [6.28, 0.37, 9.51], [3.15, 0.41, 6.57], [1.44, -1.58, 4.75], [-0.13, 3.62, 2.73], [-1.68, 4.43, 0.19], [-1.98, -4.54, -1.01], [2.16, -3.91, 5.27], [2.51, 2.10, -2.23], [3.87, -4.26, 1.38], [-2.00, 3.27, -1.99], [-1.33, 1.55, 2.35], [-0.36, 3.79, -2.01], [6.20, -2.61, 6.46], [1.11, 0.87, -7.29]]}

=====

Record 5
{"formula": "C4H9NO", "method": "ωB97M-V/def2-TZVPD", "fmax_ev_per_a": 0.38, "orbital_gap_ev": 10.67, "smiles": "CC(C)NC=O", "relative_energy_ev": 0.4788, "e_homo_ev": -9.73, "symbols": ["O", "N", "C", "C", "C", "C", "H", "H", "H", "H", "H", "H", "H", "H", "H"], "coordinates": [[2.48, -0.87, -0.36], [0.90, 0.54, 0.49], [-0.23, -0.33, 0.18], [-0.46, -0.38, -1.34], [2.17, 0.19, 0.16], [-1.49, 0.14, 0.92], [0.73, 1.46, 0.87], [-1.37, -0.95, -1.58], [0.05, -1.33, 0.52], [-2.18, 0.60, 0.21], [-2.02, -0.69, 1.40], [-0.59, 0.64, -1.73], [0.39, -0.85, -1.83], [-1.27, 0.88, 1.70], [2.91, 0.97, 0.42]]}

=====

Record 6
{"formula": "C32H23ClN4O4ReS2", "method": "ωB97M-V/def2-TZVPD", "fmax_ev_per_a": 0.71, "orbital_gap_ev": [5.54, 5.11], "multiplicity": 4, "relative_energy_ev": 0.7457, "e_homo_ev": [-6.74, -6.74], "s2": 3.774, "symbols": ["Re", "Cl", "S", "S", "O", "O", "O", "O", "N", "N", "N", "N", "C", "C", "C", "C", "C", "C", "C", "C", "C", "C", "C", "C", "C", "C", "C", "C", "C", "C", "C", "C", "C", "C", "C", "C", "C", "C", "C", "C", "C", "C", "C", "C", "H", "H", "H", "H", "H", "H", "H", "H", "H", "H", "H", "H", "H", "H", "H", "H", "H", "H", "H", "H", "H", "H", "H"], "coordinates": [[-0.07, 0.49, 0.07], [-5.19, 2.56, -4.66], [0.34, -3.26, 1.79], [1.20, -3.73, -1.10], [-1.58, 1.78, -0.12], [1.25, 1.82, 0.77], [-1.43, -0.87, -0.18], [-1.19, -4.05, -0.07], [0.60, 1.15, 2.88], [-0.31, 0.42, 2.09], [1.60, -0.75, -0.15], [0.17, 0.46, -2.02], [3.23, -1.58, -1.72], [-2.34, 1.92, -1.19], [-3.42, -1.28, 2.88], [-1.29, -0.16, 2.70], [2.26, -1.31, 0.85], [0.09, -3.69, 0.17], [-1.99, 1.47, -2.48], [-1.58, -4.43, -1.38], [3.65, -1.67, -3.07], [2.94, -1.05, -4.06], [3.74, 3.48, 4.49], [2.40, 2.73, 2.65], [3.93, -2.17, -0.63], [-2.41, -1.16, 0.68], [-2.89, 1.69, -3.55], [1.34, -0.23, -2.46], [4.37, 4.40, 3.66], [1.35, 1.84, 2.09], [-4.51, -1.94, 2.37], [3.45, -2.03, 0.63], [-2.37, -0.86, 2.05], [4.02, 4.48, 2.32], [3.04, 3.64, 1.81], [-4.55, -2.21, 1.00], [-0.77, 0.80, -2.83], [-3.57, 2.56, -1.01], [2.76, 2.64, 3.99], [-3.52, -1.83, 0.17], [-4.43, 2.75, -2.06], [1.79, -0.30, -3.75], [-4.09, 2.31, -3.35], [2.06, -0.87, -1.44], [-3.36, -1.07, 3.94], [2.75, 3.69, 0.77], [4.54, -2.24, -3.30], [-0.65, 0.55, -3.88], [1.27, 0.21, -4.55], [2.26, 1.93, 4.62], [-5.38, 3.24, -1.91], [4.51, 5.19, 1.68], [-3.53, -2.05, -0.89], [-3.82, 2.90, -0.02], [-2.62, 1.35, -4.55], [3.94, -2.49, 1.48], [3.27, -1.11, -5.09], [-1.26, -3.69, -2.11], [-5.32, -2.26, 3.01], [-5.40, -2.73, 0.58], [5.13, 5.05, 4.06], [-2.67, -4.50, -1.34], [-1.15, -5.40, -1.64], [4.02, 3.41, 5.54], [4.83, -2.72, -0.83], [1.86, -1.19, 1.83], [-1.30, -0.06, 3.78]]}

=====

Record 7
{"formula": "C11H14N", "method": "ωB97M-V/def2-TZVPD", "fmax_ev_per_a": 3.73, "total_charge": 1, "orbital_gap_ev": 10.40, "smiles": "CC1(C)[N@H+]2C[C@]21c1ccccc1", "relative_energy_ev": 3.1775, "e_homo_ev": -13.02, "symbols": ["N", "C", "C", "C", "C", "C", "C", "C", "C", "C", "C", "C", "H", "H", "H", "H", "H", "H", "H", "H", "H", "H", "H", "H", "H", "H"], "coordinates": [[1.63, -0.26, -0.85], [-0.45, 2.80, 1.72], [1.01, 0.50, -1.91], [0.75, -1.45, -0.82], [-1.77, 2.49, 2.21], [0.22, -0.06, -0.76], [0.73, -2.34, -2.06], [0.15, 1.95, 0.82], [-0.58, 0.87, 0.33], [0.65, -2.20, 0.49], [-2.39, 1.28, 1.84], [-1.75, 0.42, 0.89], [1.74, -2.78, -2.08], [0.58, -1.82, -2.99], [-2.24, -0.45, 0.57], [1.05, -0.07, -2.87], [1.45, -2.99, 0.30], [0.98, 1.61, -1.93], [-2.29, 3.10, 2.89], [-0.01, -3.14, -2.16], [-0.27, -2.84, 0.67], [0.86, -1.61, 1.41], [1.01, 2.13, 0.21], [2.30, -0.01, -0.15], [0.00, 3.80, 1.98], [-3.35, 1.07, 2.24]]}

=====

Record 8
{"formula": "C6H6O", "method": "ωB97M-V/def2-TZVPD", "fmax_ev_per_a": 9.60, "orbital_gap_ev": [6.01, 8.03], "multiplicity": 3, "relative_energy_ev": 1.0660, "e_homo_ev": [-4.90, -10.18], "s2": 2.008, "symbols": ["O", "C", "C", "C", "C", "C", "C", "H", "H", "H", "H", "H", "H"], "coordinates": [[0.49, 1.92, -2.28], [1.34, 0.52, -0.51], [-1.03, 0.73, -0.63], [0.46, -0.44, 0.37], [-1.01, 0.09, 0.91], [0.25, 1.23, -1.37], [-0.81, -0.76, -0.34], [-1.66, 0.23, 1.75], [-1.07, -1.77, -0.75], [-1.98, 1.20, -1.05], [1.92, 1.38, -0.09], [0.88, -1.29, 0.91], [2.07, 0.16, -1.16]]}